Entry w
Computed, not measured: 2 unconnected molecules or ions with the total composition CH7N2O2P, with the ωB97M-V functional and the def2-TZVPD basis.

Geometry (Å):
P  2.73  0.12  0.28
O  -0.94  0.05  -0.61
O  4.16  -0.27  0.31
N  1.88  1.48  0.15
N  1.87  -1.16  -0.34
C  -0.89  0.09  0.80
H  2.27  -2.12  -0.38
H  0.96  -1.07  -0.70
H  -0.94  0.97  -0.80
H  -1.34  1.00  1.21
H  0.11  0.30  1.07
H  2.12  2.10  0.89
H  -1.24  -0.81  1.15

The multiplicity is 1. The value obtained for the orbital gap is 9.68 eV. The LUMO energy is -0.4 eV. The value obtained for the HOMO energy is -10.0 eV.


Entry x
Computed, not measured: 2 unconnected molecules or ions with the total composition CH7N2O2P, with the ωB97M-V functional and the def2-TZVPD basis.

Geometry (Å):
P  -1.03  0.26  0.04
O  -0.87  -1.30  0.21
O  -2.39  0.64  0.30
N  0.54  -1.74  0.19
N  0.98  0.73  1.48
C  -0.24  0.64  -1.48
H  0.78  0.81  2.49
H  1.46  1.56  1.04
H  0.55  -2.66  0.52
H  -0.04  1.71  -1.54
H  0.91  -1.10  0.91
H  -1.12  0.43  -2.15
H  0.48  0.00  -1.99

The multiplicity is 1. The value obtained for the orbital gap (spin up / spin down) is 8.97 / 8.97 eV. The LUMO energy (spin up / spin down) is -0.1 / -0.1 eV. The value obtained for the HOMO energy (spin up / spin down) is -9.1 / -9.1 eV.


Order from most stable to least stable according to the calculation: entry w, entry x


Entry w
Computed, not measured: a single C9H7ClFNO2S molecule, with the ωB97M-V functional and the def2-TZVPD basis.

Geometry (Å):
Cl  -0.12  -0.57  -2.33
S  -1.44  -1.74  -0.09
F  4.39  0.98  -0.84
O  -0.88  0.92  0.41
O  -2.66  -2.27  -0.74
N  -3.08  1.09  -2.50
C  1.32  1.44  0.91
C  -1.83  0.08  -0.03
C  0.48  0.78  0.06
C  2.67  1.49  0.69
C  -2.62  0.67  -1.54
C  0.91  0.27  -1.21
C  -1.59  -2.18  1.71
C  3.10  1.00  -0.53
C  2.20  0.58  -1.51
H  0.80  1.85  1.79
H  -2.65  -1.98  2.16
H  -2.75  0.19  0.74
H  2.53  0.34  -2.49
H  3.32  1.94  1.31
H  -1.26  -3.30  1.71
H  -0.82  -1.58  2.31

The multiplicity is 1. The value obtained for the orbital gap is 9.64 eV. The LUMO energy is 0.3 eV. The value obtained for the HOMO energy is -9.3 eV.


Entry x
Computed, not measured: a single C9H7ClFNO2S molecule, with the ωB97M-V functional and the def2-TZVPD basis.

Geometry (Å):
Cl  -2.04  3.34  0.06
S  2.45  1.68  -0.16
F  -5.15  -0.42  -1.00
O  -0.11  1.31  0.27
O  1.95  3.04  -0.37
N  1.74  -1.78  0.02
C  -3.88  -0.07  -0.66
C  -1.29  0.80  0.05
C  -3.70  1.34  -0.48
C  -2.90  -1.03  -0.50
C  1.27  -0.74  0.11
C  1.02  0.59  0.07
C  3.12  1.02  -1.75
C  -2.41  1.62  -0.10
C  -1.53  -0.64  -0.20
H  2.44  0.21  -1.79
H  -1.11  -1.19  0.65
H  -4.41  2.27  -0.60
H  4.19  0.76  -1.71
H  -3.21  -2.08  -0.68
H  -0.84  -1.01  -1.12
H  2.92  1.70  -2.54

The multiplicity is 1. The value obtained for the orbital gap (spin up / spin down) is 7.27 / 6.00 eV. The LUMO energy (spin up / spin down) is -1.3 / -1.8 eV. The value obtained for the HOMO energy (spin up / spin down) is -8.5 / -7.8 eV.


Order from most stable to least stable according to the calculation: entry w, entry x


Entry w
Computed, not measured: 2 unconnected molecules or ions with the total composition C8H8N4O4, with the ωB97M-V functional and the def2-TZVPD basis.

Geometry (Å):
O  4.02  2.20  0.82
O  -0.86  -1.40  -0.84
O  0.43  0.26  -1.25
O  -3.51  2.33  -0.83
N  -1.91  0.58  -0.62
N  -3.92  0.78  0.67
N  2.18  -1.09  -0.50
N  2.33  1.19  -0.20
C  4.33  -0.15  0.27
C  3.40  -1.22  0.03
C  1.49  0.14  -0.72
C  3.63  1.11  0.34
C  -1.71  -0.79  -0.25
C  -3.13  1.23  -0.35
C  -3.78  -0.60  1.08
C  -2.69  -1.24  0.70
H  -4.60  1.38  1.06
H  -1.31  0.84  -1.35
H  5.46  -0.15  0.60
H  3.78  -2.21  -0.16
H  -2.72  -2.35  0.84
H  1.54  -1.96  -0.67
H  2.05  2.16  -0.36
H  -4.52  -1.05  1.69

The multiplicity is 1. The value obtained for the orbital gap is 9.50 eV. The LUMO energy is 0.3 eV. The value obtained for the HOMO energy is -9.2 eV.


Entry x
Computed, not measured: a molecular structure, C8H8N4O4, with the ωB97M-V functional and the def2-TZVPD basis.

Geometry (Å):
O  -4.49  -1.75  -1.00
O  -0.07  -0.04  0.84
O  4.00  -2.00  -0.48
O  -2.61  2.25  -0.67
N  -3.20  0.23  -0.80
N  1.70  1.32  -0.09
N  1.92  -1.03  -0.14
N  -1.75  0.68  0.89
C  -3.55  -1.12  -0.52
C  -2.56  -1.50  0.47
C  -1.73  -0.59  1.04
C  2.97  1.35  -0.42
C  3.90  0.36  -0.58
C  1.08  0.08  0.33
C  -2.52  1.16  -0.16
C  3.37  -0.98  -0.45
H  3.49  2.46  -0.38
H  5.03  0.47  -0.64
H  -3.85  0.94  -1.25
H  -0.80  1.29  1.03
H  1.37  2.17  0.35
H  -1.19  -1.11  1.78
H  1.72  -2.00  0.28
H  -2.24  -2.65  0.57

The multiplicity is 1. The value obtained for the orbital gap is 8.13 eV. The LUMO energy is -0.4 eV. The value obtained for the HOMO energy is -8.6 eV.


Order from most stable to least stable according to the calculation: entry w, entry x


Entry w
Computed, not measured: a single CHF3OS2 molecule, with the ωB97M-V functional and the def2-TZVPD basis.

Geometry (Å):
S  1.91  -1.51  -0.59
S  0.84  -0.38  0.51
F  -1.49  1.13  0.40
F  -0.39  1.27  -1.48
F  -1.53  -0.52  -1.00
O  1.42  0.68  1.27
C  -0.79  0.47  -0.51
H  0.04  -1.13  1.40

The multiplicity is 1. The value obtained for the orbital gap is 10.02 eV. The LUMO energy is -0.1 eV. The value obtained for the HOMO energy is -10.1 eV.


Entry x
Computed, not measured: 2 unconnected molecules or ions with the total composition CHF3OS2, with the ωB97M-V functional and the def2-TZVPD basis.

Geometry (Å):
S  0.59  0.88  -0.73
S  0.75  0.44  -2.60
F  -0.95  -1.75  -0.11
F  -1.94  -0.47  1.37
F  0.21  -0.96  1.60
O  0.47  2.26  -0.30
C  -0.84  -0.69  0.70
H  1.71  0.28  0.07

The multiplicity is 1. The value obtained for the orbital gap (spin up / spin down) is 7.86 / 7.67 eV. The LUMO energy (spin up / spin down) is -1.9 / -2.4 eV. The value obtained for the HOMO energy (spin up / spin down) is -9.7 / -10.0 eV.


Order from most stable to least stable according to the calculation: entry w, entry x


Entry w
Computed, not measured: 2 unconnected molecules or ions with the total composition C4H5NS2, with the ωB97M-V functional and the def2-TZVPD basis.

Geometry (Å):
S  0.82  -1.36  -2.10
S  1.20  -2.12  0.90
N  -2.28  0.66  0.01
C  -1.10  0.78  0.34
C  -0.04  0.96  1.43
C  0.24  0.89  0.00
C  1.03  -1.35  -0.45
H  0.58  1.69  -0.60
H  0.24  1.83  2.01
H  0.22  0.09  2.05
H  -2.33  0.38  -1.02
H  1.43  -2.46  -2.58

The multiplicity is 1. The value obtained for the orbital gap (spin up / spin down) is 7.41 / 7.41 eV. The LUMO energy (spin up / spin down) is -0.5 / -0.5 eV. The value obtained for the HOMO energy (spin up / spin down) is -7.9 / -7.9 eV.


Entry x
Computed, not measured: a single C4H5NS2 molecule, with the ωB97M-V functional and the def2-TZVPD basis.

Geometry (Å):
S  -3.03  1.10  -0.89
S  2.40  1.19  -1.45
N  -0.19  -0.76  1.27
C  0.63  0.07  0.25
C  1.79  -0.25  -0.40
C  -0.69  -0.33  -0.09
C  -1.69  0.74  -0.05
H  0.77  1.06  0.86
H  -0.76  -1.09  -0.78
H  1.95  -1.26  -0.67
H  0.12  -1.65  0.99
H  -1.30  1.18  0.96

The multiplicity is 1. The value obtained for the orbital gap is 7.22 eV. The LUMO energy is -1.9 eV. The value obtained for the HOMO energy is -9.2 eV.


Order from most stable to least stable according to the calculation: entry x, entry w


Entry w
Computed, not measured: a single C4H5NS2 molecule, with the ωB97M-V functional and the def2-TZVPD basis.

Geometry (Å):
S  -0.38  2.99  -0.69
S  0.42  -2.10  -1.59
N  -0.42  0.33  1.07
C  0.45  1.65  -1.15
C  0.13  -1.00  -0.51
C  0.55  0.46  -0.09
C  -0.66  -1.06  0.72
H  0.66  1.20  -2.25
H  -0.17  0.57  2.15
H  -0.37  -1.89  1.48
H  -1.76  -1.46  0.31
H  1.55  0.30  0.55

The multiplicity is 1. The value obtained for the orbital gap is 7.89 eV. The LUMO energy is -0.8 eV. The value obtained for the HOMO energy is -8.7 eV.


Entry x
Computed, not measured: a single C4H5NS2 molecule, with the ωB97M-V functional and the def2-TZVPD basis.

Geometry (Å):
S  -0.25  1.34  -0.58
S  1.80  -2.41  0.22
N  -0.41  -0.16  -0.08
C  -1.44  -0.79  0.57
C  1.80  -0.99  -0.39
C  1.39  1.38  -0.99
C  2.16  0.20  -0.90
H  -2.33  -0.22  1.08
H  3.05  0.28  -1.38
H  -2.03  -1.57  -0.15
H  1.77  2.28  -1.22
H  -1.12  -1.33  1.49

The multiplicity is 1. The value obtained for the orbital gap (spin up / spin down) is 6.93 / 6.93 eV. The LUMO energy (spin up / spin down) is -0.5 / -0.5 eV. The value obtained for the HOMO energy (spin up / spin down) is -7.4 / -7.4 eV.


Order from most stable to least stable according to the calculation: entry x, entry w